Record 1
Formula: C2H2INO2S
Source: the OMol25 dataset
Level of theory: wB97M-V/def2-TZVPD

Geometry as XYZ:
```
9
Properties=species:S:1:pos:R:3:lowdin_charge:R:1
C -1.39580 1.44692 0.23200 -0.23
C 1.20951 -0.18408 -0.19613 -0.71
N -1.70537 2.54449 0.36623 0.09
O -1.27850 -0.80265 -1.31551 -0.28
O -1.08250 -1.02430 1.11087 -0.38
S -0.74142 -0.35338 -0.09986 0.55
I 1.93387 -1.87555 0.73428 0.92
H 1.61179 0.71874 0.36426 0.06
H 1.44841 -0.47019 -1.19613 -0.02
```

The energy above the lowest of the compared OMol25 structures with the same formula, charge and spin comes out at 126.21 kJ/mol. As for the HOMO energy: -0.3838 Ha. The molar mass comes out at 231.01 g/mol. The calculation puts the calculated total energy at -26624.2965 eV.

---

Record 2
Formula: C6H8N
Source: the OMol25 dataset
Level of theory: wB97M-V/def2-TZVPD

Geometry as XYZ:
```
15
Properties=species:S:1:pos:R:3:lowdin_charge:R:1
C -1.46779 -1.21133 0.88084 -0.06
C -0.25405 -1.79840 0.45212 0.11
C 0.68936 -1.25692 -0.15813 -0.04
C -0.90147 0.75767 -0.16027 -0.10
C 2.05033 -1.29695 -0.61976 -0.06
C -0.67155 2.11586 0.15704 -0.02
N -1.60318 0.00761 0.63175 0.13
H -2.41253 -1.53519 1.35895 0.16
H -0.96279 0.58725 -1.20274 0.15
H 2.54045 -2.26750 -0.35457 0.12
H 2.67415 -0.51294 -0.04517 0.13
H 2.12130 -1.22475 -1.70498 0.09
H -0.14681 2.15407 1.10916 0.11
H -1.60826 2.82668 0.21510 0.18
H -0.04713 2.65485 -0.55933 0.10
```

The energy above the lowest of the compared OMol25 structures with the same formula, charge and spin comes out at 572.34 kJ/mol. As for the HOMO energy: -0.5500 Ha. Its structure (SMILES) is CC#CC=[N+]=CC. The molar mass comes out at 94.14 g/mol. Its net charge is +1. The calculation puts the calculated total energy at -7829.7565 eV.

---

Record 3
Formula: C2H4O2
Source: the OMol25 dataset
Level of theory: wB97M-V/def2-TZVPD

Geometry as XYZ:
```
8
Properties=species:S:1:pos:R:3:lowdin_spin:R:1
C 1.10387 -0.49135 -0.02867 0.00
C -0.11869 0.31379 0.02343 0.00
O 4.15642 0.07639 0.01420 1.85
O 2.20417 0.12216 -0.00887 0.14
H 0.89665 -1.53400 0.14563 0.00
H 0.15329 1.37151 0.37841 0.00
H -0.78860 -0.17051 0.61885 0.00
H -0.70894 0.62487 -0.88247 0.00
```

The energy above the lowest of the compared OMol25 structures with the same formula, charge and spin comes out at 88.89 kJ/mol. As for the HOMO energy (alpha / beta): -0.3758 / -0.3712 Ha. The multiplicity is 3. The molar mass comes out at 60.05 g/mol. The calculation puts the calculated total energy at -6227.8261 eV.

---

Record 4
Formula: C2H5FN2
Source: the OMol25 dataset
Level of theory: wB97M-V/def2-TZVPD

Geometry as XYZ:
```
10
Properties=species:S:1:pos:R:3:lowdin_charge:R:1
C 1.93110 -0.66314 0.22280 -0.07
C -1.83373 0.19283 -0.39292 -0.11
N 1.83861 0.46274 0.74895 -0.23
N 1.67048 1.47744 1.15031 0.21
F -3.11620 -0.02757 0.01705 -0.12
H 2.14025 -1.52967 0.73959 0.04
H 2.20068 -0.64325 -0.81857 0.07
H -1.82417 1.30514 -0.38893 0.10
H -1.12779 -0.35317 0.12441 0.03
H -1.87924 -0.22134 -1.40268 0.08
```

The energy above the lowest of the compared OMol25 structures with the same formula, charge and spin comes out at 245.76 kJ/mol. As for the HOMO energy: -0.3287 Ha. The molar mass comes out at 76.07 g/mol. The calculation puts the calculated total energy at -7849.8086 eV.

---

Record 5
Formula: C3H7N2
Source: the OMol25 dataset
Level of theory: wB97M-V/def2-TZVPD

Geometry as XYZ:
```
12
Properties=species:S:1:pos:R:3:lowdin_charge:R:1
C -2.78434 0.14253 -0.36498 0.08
C 1.53814 1.08698 0.38266 0.08
C 0.79567 0.24150 -0.32434 -0.24
N -1.92574 -0.48522 0.07293 0.10
N 0.62856 -1.09079 0.09544 0.11
H -3.70418 0.73368 -0.60456 0.13
H 1.85720 2.08035 0.03356 0.10
H 2.06866 0.72502 1.18104 0.04
H 0.14379 0.50223 -1.17134 0.12
H 0.50707 -1.77252 -0.63389 0.16
H -0.44673 -0.83146 0.46636 0.12
H 1.32190 -1.33230 0.86712 0.20
```

The energy above the lowest of the compared OMol25 structures with the same formula, charge and spin comes out at 162.69 kJ/mol. As for the HOMO energy: -0.5421 Ha. The molar mass comes out at 71.10 g/mol. Its net charge is +1. The calculation puts the calculated total energy at -6195.8253 eV.

---

Record 6
Formula: C29H47AlBBr3Ca2Cl2F9IN5O12PS2
Source: the OMol25 dataset
Level of theory: wB97M-V/def2-TZVPD

Geometry as XYZ:
```
115
Properties=species:S:1:pos:R:3:lowdin_charge:R:1
C -3.52032 1.10907 -0.68958 0.05
C -2.27953 1.96983 -0.77206 -0.40
O -2.21702 2.89724 -1.50310 0.19
N -1.14867 1.58511 0.14612 0.03
C -0.76824 2.74207 0.86061 -0.46
C -0.93735 2.62541 2.43942 -0.13
O -0.30656 3.76538 0.37726 -0.08
C 0.02477 1.01657 -0.60436 -0.33
C -0.44995 0.19120 -1.77958 -0.22
C 0.67354 -0.74057 -2.22729 -0.17
C 1.25408 -1.68465 -1.15218 -0.18
C 0.67740 -3.10450 -1.36146 -0.21
C 1.22117 -3.78851 -2.62727 -0.43
S 0.11714 -5.18093 -3.05910 0.93
C -1.40144 -4.29538 -3.17410 -0.70
N -2.65649 -4.69800 -3.15517 -0.06
N -3.38166 -3.55811 -3.21588 0.09
C -2.61936 -2.52582 -3.25427 -0.10
O -1.32802 -2.97513 -3.26413 -0.03
N 1.15514 -1.20773 0.27074 -0.12
C 0.17805 -1.89822 1.14952 0.01
B -1.39765 -1.60892 0.92065 -0.63
O -1.94943 -0.73936 1.80795 0.20
O -2.16364 -2.18100 -0.07263 0.17
O 2.48329 -1.33005 0.84457 -0.20
C 2.87175 -2.63246 1.23713 -0.15
C 2.87000 -2.82276 2.79063 -0.30
C 4.24273 -2.28306 3.29937 -0.03
C 2.61905 -4.30476 3.17527 -0.33
C 1.07369 -4.59876 3.24022 -0.09
C 3.23384 -4.51249 4.61799 -0.07
C 0.91613 0.31036 0.44138 -0.44
I 2.77320 1.50000 0.40867 1.02
H -3.36910 0.12433 -1.13610 0.07
H -3.82973 0.95383 0.34752 0.09
H -4.33574 1.58125 -1.22916 0.11
H -1.38961 1.67127 2.68299 0.10
H -1.67924 3.40454 2.82338 0.06
H 0.06810 2.64510 2.99097 0.07
H 0.54440 1.87967 -1.02769 0.09
H -1.33028 -0.42945 -1.57647 0.10
H -0.67115 0.86789 -2.67415 -0.03
H 0.30602 -1.28762 -3.08809 0.10
H 1.47245 -0.10853 -2.61901 0.06
H 2.30671 -1.76405 -1.42402 0.15
H 0.87589 -3.78970 -0.53151 0.09
H -0.39744 -3.01052 -1.46069 0.08
H 1.27529 -3.09946 -3.46813 0.09
H 2.20458 -4.22751 -2.45166 0.07
H -2.87416 -1.47738 -3.27822 0.13
H 0.39582 -1.57810 2.16834 0.13
H 0.28577 -2.98070 1.15132 0.09
H -2.91294 -0.74308 1.72327 0.13
H -2.78145 -2.85098 0.24503 0.14
H 3.91286 -2.76433 0.93324 0.14
H 2.33423 -3.46537 0.78069 0.11
H 2.10799 -2.20802 3.27305 0.14
H 4.15606 -1.96808 4.33507 0.09
H 4.51183 -1.44475 2.66134 0.09
H 4.99874 -3.06189 3.19360 0.09
H 3.09930 -4.99352 2.47572 0.14
H 0.56978 -3.67034 3.49771 0.11
H 0.80935 -5.35774 3.99686 -0.11
H 0.67100 -4.99676 2.30637 0.11
H 2.98709 -3.63957 5.21706 0.11
H 4.30099 -4.69239 4.55594 0.10
H 2.79279 -5.38145 5.14289 -0.05
H 0.54301 0.48246 1.44394 0.08
N 5.77136 -3.29080 -3.48324 0.04
C 5.67086 -1.93434 -3.34016 -0.09
C 6.19530 -1.35710 -4.46482 -0.19
C 6.62504 -2.42299 -5.31659 -0.25
C 6.34611 -3.60230 -4.67546 -0.08
H 5.46261 -3.96652 -2.80744 0.15
H 5.23256 -1.49443 -2.46139 0.12
H 6.24846 -0.29125 -4.64928 0.07
H 7.06987 -2.35271 -6.30203 0.01
H 6.50351 -4.62472 -4.97223 0.13
O -2.26970 3.77750 4.63318 -0.38
S -1.17916 4.03737 5.60925 0.24
O -1.22879 5.43779 6.03919 -0.32
O 0.12030 3.80305 4.87339 -0.54
O -1.26015 3.13458 6.75126 -0.29
Ca 0.01205 4.66051 2.54394 1.54
F -7.27840 0.60674 -4.23415 -0.20
P -6.28688 -0.68268 -3.97170 0.38
F -7.01550 -1.34149 -5.29265 -0.20
F -5.28038 0.05835 -5.05601 -0.21
F -4.85037 -0.56844 -3.10469 -0.26
F -6.17918 -2.28831 -3.60314 -0.22
F -7.00953 -0.54226 -2.48928 -0.22
C -1.74127 -9.14975 -3.79507 -1.60
Br 0.17104 -9.45059 -3.69542 0.53
Br -2.70777 -10.39956 -2.69402 0.57
Br -2.19844 -7.32215 -3.38007 0.69
H -2.03428 -9.33374 -4.81913 -0.02
Cl -2.24283 6.09087 0.20215 -0.06
Al 8.44548 -0.60581 -6.00073 1.09
Cl 0.39512 1.51899 -4.22992 -0.19
C -2.88041 11.02588 3.79210 -0.05
C -1.93924 9.83781 3.67946 -0.18
O -2.07205 9.11412 2.44085 -0.02
C -1.45642 9.49576 1.28324 -0.44
O -0.22462 9.73677 1.35148 0.21
C -2.22683 10.68412 0.49925 -0.55
F -3.52567 10.54642 0.67666 0.22
F -1.95619 10.57575 -0.78793 0.21
F -1.84673 11.86565 0.92750 0.23
H -3.86676 10.78509 3.39812 0.09
H -2.97558 11.30800 4.83991 0.09
H -2.50420 11.89562 3.25863 0.07
H -2.21518 9.11658 4.44764 0.13
H -0.90231 10.11236 3.87743 0.13
H -1.74880 8.57374 0.58742 0.18
Ca 1.38774 -6.72247 4.78714 1.52
```

As for the HOMO energy: -0.3861 Ha. The molar mass comes out at 1479.28 g/mol. Its net charge is +2. The calculation puts the calculated total energy at -405667.0505 eV.

---

- The lowest calculated total energy belongs to which entry?
  C29H47AlBBr3Ca2Cl2F9IN5O12PS2

---

- Which value of calculated total energy does entry 1 give?
  -26624.2965 eV

---

- Which of these has the highest calculated total energy?
  C3H7N2